{
  "formula": "C18H29BN7O3PRh",
  "method": "wB97M-V/def2-TZVPD",
  "total_charge": 1,
  "homo_lumo_gap_ev": 6.72,
  "de_lowest_ev": 0.593,
  "homo_energy_ha": -0.4281,
  "symbols": ["Rh", "B", "N", "C", "C", "C", "N", "N", "C", "C", "C", "N", "H", "H", "H", "H", "H", "H", "H", "H", "C", "P", "C", "C", "H", "H", "H", "H", "H", "H", "H", "H", "H", "C", "C", "C", "C", "C", "C", "O", "N", "C", "O", "N", "C", "O", "H", "H", "H", "H", "H", "H", "H", "H", "H", "H", "H", "N", "C", "H"],
  "coordinates": [[0.513, -0.360, 0.682], [1.212, 0.259, 4.028], [1.937, -0.889, 3.234], [2.918, -1.619, 3.780], [3.373, -2.539, 2.849], [2.592, -2.311, 1.727], [1.736, -1.311, 1.972], [-0.174, 0.637, 3.377], [-1.063, 1.394, 4.019], [-2.239, 1.455, 3.279], [-1.973, 0.691, 2.162], [-0.719, 0.203, 2.220], [0.989, -0.186, 5.112], [1.901, 1.242, 4.038], [3.201, -1.448, 4.804], [4.132, -3.286, 2.987], [2.549, -2.830, 0.786], [-0.811, 1.818, 4.976], [-3.145, 1.971, 3.536], [-2.601, 0.454, 1.322], [3.717, 1.074, 1.221], [2.497, 0.832, -0.088], [3.338, -0.218, -1.304], [2.322, 2.436, -0.896], [4.596, 1.559, 0.791], [4.010, 0.114, 1.646], [3.312, 1.697, 2.015], [4.265, 0.252, -1.642], [2.692, -0.383, -2.166], [3.577, -1.179, -0.850], [3.320, 2.777, -1.180], [1.862, 3.157, -0.223], [1.705, 2.354, -1.789], [-0.592, 0.079, -4.228], [-1.857, -0.675, -3.857], [-2.457, -0.261, -2.487], [-3.727, -1.083, -2.182], [-4.324, -0.781, -0.817], [-2.833, 1.210, -2.566], [-3.673, 1.626, -3.315], [-2.132, 2.086, -1.746], [-1.138, 1.783, -0.855], [-0.529, 2.600, -0.209], [-0.823, 0.414, -0.716], [-1.421, -0.500, -1.424], [-1.076, -1.751, -1.250], [-0.221, -0.263, -5.193], [0.211, -0.083, -3.504], [-0.766, 1.153, -4.313], [-1.678, -1.750, -3.831], [-2.641, -0.493, -4.593], [-3.476, -2.140, -2.271], [-4.436, -0.845, -2.975], [-3.634, -1.036, -0.008], [-5.228, -1.365, -0.655], [-4.600, 0.271, -0.719], [-2.364, 3.069, -1.824], [0.222, -3.223, -0.027], [-0.063, -2.026, -0.187], [-0.282, -3.835, -0.668]],
  "lowdin_charge": [1.01, -0.37, -0.06, -0.07, -0.03, -0.15, -0.13, -0.06, -0.06, -0.02, -0.13, -0.08, 0.08, 0.06, 0.13, 0.11, 0.09, 0.14, 0.11, 0.09, -0.22, 0.80, -0.25, -0.24, 0.07, 0.04, 0.05, 0.06, 0.04, 0.04, 0.06, 0.05, 0.05, -0.06, -0.15, -0.29, -0.15, -0.06, -0.40, 0.16, 0.24, -0.50, 0.09, 0.07, -0.30, 0.06, 0.09, 0.07, 0.09, 0.13, 0.14, 0.13, 0.13, 0.07, 0.09, 0.09, 0.18, 0.14, -0.34, 0.09]
}

=====

{
  "formula": "C18H29GaN2O2P2Se",
  "method": "wB97M-V/def2-TZVPD",
  "homo_lumo_gap_ev": 7.82,
  "homo_energy_ha": -0.2757,
  "symbols": ["C", "C", "N", "C", "C", "C", "C", "P", "Ga", "P", "C", "C", "C", "C", "C", "C", "C", "O", "O", "H", "H", "H", "C", "C", "H", "H", "H", "H", "C", "C", "H", "H", "H", "H", "H", "H", "H", "H", "H", "H", "H", "H", "H", "H", "H", "H", "H", "H", "H", "H", "H", "H", "Se", "C", "N"],
  "coordinates": [[-0.783, 3.843, -1.723], [-0.795, 2.484, -1.381], [0.025, 2.028, -0.401], [0.866, 2.857, 0.242], [0.888, 4.221, -0.049], [0.057, 4.719, -1.048], [-1.697, 1.526, -2.093], [-2.103, 0.087, -1.056], [0.016, -0.168, 0.045], [2.158, 0.523, 1.051], [1.790, 2.304, 1.317], [-0.019, -2.184, 0.323], [-1.058, -2.795, 1.012], [-1.057, -4.194, 1.176], [-0.006, -4.956, 0.657], [1.047, -4.329, -0.015], [1.048, -2.930, -0.169], [-0.748, 0.503, -4.305], [0.213, -1.489, -3.141], [-1.463, 4.172, -2.510], [1.572, 4.851, 0.515], [0.074, 5.779, -1.301], [-3.466, 0.545, 0.041], [-2.692, -1.246, -2.122], [2.741, 2.858, 1.317], [1.332, 2.411, 2.316], [-1.185, 1.111, -3.182], [-2.638, 2.020, -2.376], [2.733, -0.145, 2.639], [3.602, 0.536, -0.051], [-1.876, -2.202, 1.429], [-1.879, -4.667, 1.713], [-0.004, -6.043, 0.780], [1.872, -4.912, -0.427], [1.883, -2.429, -0.664], [0.494, -1.110, -2.176], [0.356, -2.446, -3.146], [-0.293, -0.409, -3.987], [-0.091, 1.029, -4.785], [0.822, -0.406, -1.332], [-4.352, 0.798, -0.562], [-3.695, -0.304, 0.699], [-3.181, 1.404, 0.662], [-3.566, -0.898, -2.692], [-1.891, -1.564, -2.805], [-2.976, -2.100, -1.494], [4.452, 1.020, 0.453], [3.860, -0.502, -0.302], [3.357, 1.075, -0.976], [3.718, 0.278, 2.889], [2.012, 0.070, 3.442], [2.820, -1.236, 2.533], [-0.709, 0.217, 4.801], [-0.782, 0.201, 3.054], [-0.800, 0.192, 1.858]],
  "lowdin_charge": [-0.02, -0.29, 0.06, -0.29, -0.03, -0.05, -0.29, 0.86, 0.02, 0.87, -0.26, -0.29, -0.13, -0.09, -0.11, -0.10, -0.16, -0.09, -0.17, 0.12, 0.11, 0.11, -0.24, -0.22, 0.09, 0.10, 0.06, 0.09, -0.23, -0.24, 0.08, 0.10, 0.10, 0.09, 0.08, -0.02, 0.07, 0.05, 0.08, 0.00, 0.05, 0.05, 0.05, 0.06, 0.03, 0.05, 0.05, 0.05, 0.05, 0.05, 0.01, 0.06, 0.53, -0.93, 0.01]
}